1.
C13H28BInN3O | ωB97M-V/def2-TZVPD

XYZ file:
```
47
Properties=species:S:1:pos:R:3
C 0.53844 1.88521 3.03888
B -0.89794 2.58360 2.64758
O -0.83698 3.95852 2.04091
In -2.96871 1.71076 2.96037
H 1.07021 2.61837 3.81523
H 1.22707 1.92299 2.06616
H 0.44246 0.78583 3.47576
H -1.61151 4.43100 2.51162
H -3.89416 2.84734 4.03019
H -2.95310 0.02362 3.64398
H -3.85816 1.73181 1.36153
C -1.90120 -0.08256 -2.06662
C -2.80341 -1.27615 -2.36335
C -4.28209 -0.89510 -2.45893
C -4.74566 -0.30175 -1.13852
N -5.13032 0.19049 -0.04317
H -2.13305 0.36816 -1.09649
H -0.85304 -0.39681 -2.03600
H -2.00382 0.68851 -2.83887
H -2.66346 -2.03008 -1.57900
H -2.48955 -1.73265 -3.30858
H -4.88437 -1.78096 -2.68608
H -4.43990 -0.16306 -3.25836
C 2.77956 -3.72256 4.14491
C 3.51734 -2.42171 4.44522
C 2.58854 -1.20658 4.48574
C 1.90963 -1.03421 3.13673
N 1.34637 -0.89114 2.01766
H 2.30939 -3.70181 3.15670
H 3.47724 -4.56605 4.15445
H 2.00194 -3.91445 4.89320
H 4.29410 -2.27107 3.68552
H 4.02558 -2.51617 5.41120
H 3.16202 -0.30299 4.71759
H 1.82445 -1.33197 5.26053
C 2.26210 1.55250 -3.65986
C 2.27057 1.02376 -5.09062
C 0.86647 0.74230 -5.62928
C 0.18762 -0.31011 -4.76786
N -0.37563 -1.18316 -4.05330
H 1.84007 0.82276 -2.96168
H 3.28302 1.76629 -3.32768
H 1.67872 2.47758 -3.58678
H 2.87334 0.10803 -5.12669
H 2.76179 1.75843 -5.73816
H 0.92562 0.37912 -6.66063
H 0.26244 1.65608 -5.62515
```

Values from the calculation:
Maximum force ... 10.52 eV/Å
Net charge ... -1
Total energy ... -966.4482 hartree

---

2.
C13H28BNO4 | ωB97M-V/def2-TZVPD

XYZ file:
```
47
Properties=species:S:1:pos:R:3
C -3.86080 0.13446 0.93765
B -2.76899 1.01913 1.62650
O -2.51769 0.85297 2.95896
O -2.05904 2.03667 0.97480
C -1.85135 1.87347 -0.36128
O -2.36368 2.60939 -1.20401
N -1.03232 0.74875 -0.66877
C -0.87701 0.56711 -2.10823
C -0.24058 -0.78300 -2.42484
C -1.21944 -1.95976 -2.28031
C -1.19395 -2.84537 -3.52010
C -0.94913 -2.78433 -1.02554
O 0.27902 0.98334 -0.14437
C 0.44753 0.46030 1.16578
C 1.90090 0.10891 1.42588
C 2.37491 -0.91239 0.39301
C 2.88235 1.32318 1.42890
C 3.71228 1.29514 2.71988
C 2.22657 2.69641 1.28752
H -3.44589 -0.67862 0.35049
H -4.54044 0.73792 0.34210
H -4.45302 -0.32133 1.72676
H -1.61796 1.11280 3.16457
H -0.22478 1.35108 -2.49061
H -1.83855 0.61698 -2.59877
H 0.61945 -0.91310 -1.77846
H 0.09622 -0.71662 -3.45626
H -2.22298 -1.53573 -2.22407
H -1.89265 -3.67321 -3.44514
H -0.19299 -3.23161 -3.69791
H -1.47917 -2.26365 -4.39429
H -1.58351 -3.66499 -1.02096
H -1.16280 -2.18330 -0.14575
H 0.09054 -3.09926 -1.01886
H -0.14843 -0.44918 1.24650
H 0.09591 1.16579 1.91510
H 1.92798 -0.35339 2.40950
H 2.58767 -0.43678 -0.55817
H 3.28744 -1.39226 0.73808
H 1.62877 -1.68375 0.22430
H 3.57401 1.17850 0.60462
H 3.97659 0.26668 2.95778
H 4.62708 1.86739 2.62455
H 3.10596 1.66386 3.54430
H 2.05661 2.96959 0.25284
H 2.92013 3.44089 1.67641
H 1.31924 2.80092 1.86991
```

Values from the calculation:
SMILES ... CB(O)OC(=O)N(CCC(C)C)OC[C@@H](C)C(C)C
Maximum force ... 2.90 eV/Å
Total energy ... -892.7594 hartree

---

3.
C13H28ClIN3O2P2W | ωB97M-V/def2-TZVPD

XYZ file:
```
51
Properties=species:S:1:pos:R:3
C 0.08343 0.70896 -8.06012
C 0.08749 1.27885 -6.66766
H 0.08609 1.53448 -8.78044
H -0.81730 0.10199 -8.21628
H 0.97880 0.09449 -8.21818
O 0.09601 2.43445 -6.31581
I 0.07571 -0.25426 -5.11954
W 0.12651 -0.39281 0.15774
P 2.48383 -0.21605 -0.36266
C 3.39274 1.00090 0.62253
C 3.06600 -1.87585 0.14017
H 4.15832 -1.91421 0.01691
H 4.16095 -0.19379 -2.06551
H 2.57072 -2.66303 -0.44470
H 2.56531 -0.77335 -2.71335
H 3.11878 0.88194 1.68012
H 2.84727 -2.02201 1.20474
C 3.06725 -0.04054 -2.06373
H 4.47352 0.83031 0.49594
H 2.82216 0.97536 -2.40720
H 3.09598 2.00485 0.28309
P -2.32728 -0.18613 -0.36414
C -3.22248 1.06247 0.61475
C -2.91847 -0.00009 -2.06739
H -2.45769 -2.62604 -0.45031
H -4.02774 -1.85596 0.03217
H -2.68940 -1.97059 1.21287
C -2.93304 -1.83777 0.15110
H -2.42339 -0.73987 -2.71406
H -4.01417 -0.13835 -2.06947
H -4.30678 0.90504 0.49508
H -2.91209 2.06162 0.26972
H -2.65735 1.01326 -2.40715
H -2.95298 0.94084 1.67173
Cl 0.06430 -1.86055 -1.65913
C -2.34694 0.63098 4.95411
N -1.10877 0.61431 4.20499
C 0.01739 1.10742 4.77900
C 1.23964 0.86798 4.19956
C 1.18006 0.07572 3.05308
N 0.11143 0.05204 2.25050
C -1.08699 -0.06415 3.01115
O -2.02626 -0.80111 2.66711
N 2.20698 -0.80399 2.79734
H -2.20532 0.07595 5.88564
H -3.15059 0.17068 4.37411
H -2.59216 1.66676 5.19829
H -0.14442 1.55365 5.74426
H 2.17322 1.01081 4.70498
H 3.00854 -0.63018 3.39766
H 1.96313 -1.79545 2.89640
```

Values from the calculation:
⟨S²⟩ ... 2.07
Maximum force ... 3.48 eV/Å
Multiplicity ... 3
Net charge ... +3
Total energy ... -2333.5302 hartree
Energy relative to the best compared isomer or geometry (same formula, charge and spin) ... 35.4 kcal per mole

---

4.
C13H28GaO3 | ωB97M-V/def2-TZVPD

XYZ file:
```
45
Properties=species:S:1:pos:R:3
C -2.33856 -3.88620 0.74831
C -0.90368 -3.40252 1.27717
C 0.27049 -4.43965 0.92230
C 0.94013 -3.93468 -0.45470
C 1.89128 -2.63759 -0.25539
C 1.43310 -1.47158 -1.29269
C 1.64844 0.00979 -0.71825
Ga -0.00681 0.83790 0.19491
C 0.66029 1.54703 2.05040
O 1.35165 2.84304 1.95887
C 1.39718 3.35313 3.29339
C 0.57995 4.66604 3.71883
O 2.09375 2.81676 4.19198
O -0.85810 2.19854 -0.84124
C -0.44151 2.14513 -2.22686
C -1.07876 3.31138 -3.11957
C -2.50948 2.96013 -3.75278
H -2.90703 -4.47384 1.55093
H -2.19079 -4.49218 -0.20589
H -2.98282 -2.98351 0.49673
H -0.66546 -2.42138 0.75170
H -0.94652 -3.28560 2.41091
H -0.18665 -5.47736 0.82746
H 1.10920 -4.47282 1.69409
H 1.50373 -4.83261 -0.88363
H 0.08265 -3.71408 -1.17854
H 1.90129 -2.24998 0.81284
H 2.95107 -3.00636 -0.50759
H 0.38303 -1.65781 -1.71242
H 2.16047 -1.58173 -2.18331
H 2.00452 0.65698 -1.60234
H 2.53460 0.00188 0.01617
H -1.16250 -0.26371 0.50902
H -0.16493 1.58832 2.83497
H 1.45109 0.78719 2.41436
H -0.49755 4.51905 3.37946
H 0.97713 5.60588 3.22068
H 0.58171 4.82315 4.85491
H -0.66101 1.09410 -2.61431
H 0.69637 2.34191 -2.22025
H -0.35935 3.47152 -4.00541
H -1.15259 4.31158 -2.57201
H -3.10182 3.94616 -3.81645
H -2.34998 2.60185 -4.83406
H -3.13720 2.24675 -3.13272
```

Values from the calculation:
Maximum force ... 4.03 eV/Å
Net charge ... -1
Total energy ... -2662.5515 hartree
Energy relative to the best compared isomer or geometry (same formula, charge and spin) ... 0.0 kcal per mole

---

5.
C13H28MgO11 | ωB97M-V/def2-TZVPD

XYZ file:
```
53
Properties=species:S:1:pos:R:3
Mg -0.27464 -0.34778 0.08093
C -0.42617 3.07103 -2.51731
C -1.12396 1.72491 -2.45526
O -0.67444 0.97060 -1.37519
H 0.64548 3.00533 -2.70524
H -0.62831 3.73863 -1.68245
H -0.86892 3.56546 -3.39648
H -0.92323 1.19918 -3.40152
H -2.20625 1.91385 -2.49070
C -3.74867 -1.28963 0.39090
C -2.58535 -2.19024 0.82647
O -1.45472 -1.46435 1.12637
H -4.71659 -1.76701 0.20369
H -3.59419 -0.75535 -0.55570
H -3.87339 -0.50120 1.13979
H -2.45154 -2.87967 -0.02226
H -2.97620 -2.77321 1.66891
C 2.86232 -0.12391 2.99188
O 3.28998 0.64552 1.87607
C 2.69397 0.37901 0.73334
O 1.77773 -0.38775 0.63103
O 3.30959 1.01923 -0.21848
C 2.69132 1.04689 -1.49871
H 3.17775 0.20437 3.97891
H 3.20471 -1.14906 2.84990
H 1.77148 -0.13534 3.04456
H 3.23464 0.52816 -2.28484
H 2.65498 2.10554 -1.77418
H 1.63139 0.77177 -1.51995
C -1.75488 0.86103 3.75924
O -1.28702 2.04131 3.13270
C -0.50228 1.99129 2.08419
O -0.15220 0.95675 1.58176
O -0.28562 3.21494 1.68920
C 0.89491 3.44692 0.91507
H -2.10821 1.08445 4.76473
H -1.05742 0.04830 3.98451
H -2.52719 0.44348 3.11736
H 0.91118 4.42184 0.44151
H 0.94518 2.66171 0.15927
H 1.76655 3.38216 1.56971
C 2.50604 -3.33357 -0.80423
O 1.38368 -3.70920 -1.60273
C 0.40140 -2.84890 -1.68641
O 0.42559 -1.70874 -1.31117
O -0.61140 -3.40794 -2.28951
C -1.69695 -2.61604 -2.74054
H 2.17042 -2.84664 0.11031
H 3.13872 -2.64428 -1.36290
H 3.05558 -4.24031 -0.57570
H -1.38571 -2.00458 -3.58463
H -2.16143 -2.01692 -1.95677
H -2.48770 -3.30206 -3.03942
```

Values from the calculation:
Maximum force ... 1.96 eV/Å
Total energy ... -1539.9510 hartree
Energy relative to the best compared isomer or geometry (same formula, charge and spin) ... 6.0 kcal per mole